# 1
A molecular structure, C18H32PtS3Sb2. Source: the OMol25 dataset; level of theory: the ωB97M-V functional and the def2-TZVPD basis.

Computed properties:
- HOMO-LUMO gap: 5.745 eV
- HOMO energy: -13.7 eV
- Total energy: -67997.742 eV

The geometry in ORCA input format:
```
! wB97M-V def2-TZVPD RIJCOSX def2/J DEFGRID3
* xyz 2 1
Pt -0.6540 -0.8555 0.0999
C -1.0157 -2.1602 4.5487
C -2.3259 -1.6704 3.9262
S -2.3696 -1.1002 2.1758
C -2.9678 -2.5357 1.2260
C -1.9959 -3.6917 1.1292
S -0.3389 -3.2374 0.5107
C 0.7241 -2.8473 1.9749
C 0.7871 -3.8730 3.0921
S -0.6324 -3.9187 4.2435
H -1.1232 -2.0914 5.6310
H -0.1689 -1.5386 4.2638
H -2.6487 -0.7780 4.4638
H -3.1097 -2.4224 4.0112
H -3.1742 -2.1219 0.2380
H -3.9118 -2.8695 1.6601
H -2.3733 -4.4288 0.4176
H -1.8520 -4.1855 2.0851
H 0.4484 -1.8709 2.3575
H 1.7119 -2.7674 1.5163
H 1.6746 -3.6739 3.6917
H 0.8598 -4.8895 2.7031
C 2.3733 -1.8558 -3.4150
Sb 1.0115 -0.8881 -2.0639
C 2.5006 0.1271 -0.9000
C 0.2199 0.6920 -3.4008
C 0.9455 1.9504 -3.1352
C 2.2085 2.1518 -3.7027
C 2.9451 3.2901 -3.4436
C 2.4289 4.2589 -2.5907
C 1.1754 4.0831 -2.0342
C 0.4084 2.9464 -2.3009
C -0.9692 2.8600 -1.7425
Sb -1.1463 1.6663 0.0816
C -3.1100 2.2664 0.6512
C 0.0716 2.8108 1.4035
H 3.1399 -1.1113 -3.6210
H 1.8540 -2.1500 -4.3231
H 2.8158 -2.7296 -2.9425
H 3.0696 0.8101 -1.5306
H 3.1761 -0.6178 -0.4779
H 2.0280 0.6780 -0.0910
H -0.8499 0.7296 -3.2203
H 0.4134 0.2800 -4.3905
H 2.6006 1.3979 -4.3779
H 3.9106 3.4351 -3.9091
H 2.9929 5.1592 -2.3878
H 0.7573 4.8592 -1.4032
H -1.7042 2.4459 -2.4315
H -1.3135 3.8372 -1.4066
H -3.1299 3.3530 0.7063
H -3.3567 1.8445 1.6231
H -3.8356 1.9235 -0.0835
H -0.3120 3.8286 1.4427
H 1.1017 2.8232 1.0521
H 0.0346 2.3724 2.3992
*
```

Atomic partial charges in e from the Mulliken method, atoms 1 to 6:
1. Pt 0.580
2. C -0.780
3. C -0.844
4. S 0.157
5. C -1.068
6. C -0.306

# 2
A molecular structure, C28H36Cl5N4O5P2S3W. Source: the OMol25 dataset; level of theory: the ωB97M-V functional and the def2-TZVPD basis.

Computed properties:
- HOMO-LUMO gap (spin up / spin down): 6.763 / 7.839 eV
- ⟨S²⟩: 3.770
- Relative energy (zero: lowest compared OMol25 entry of this formula, charge and spin): 1.5136 eV
- HOMO energy (spin up / spin down): -6.6 / -7.9 eV
- Total energy: -161339.983 eV

The geometry in ORCA input format:
```
! wB97M-V def2-TZVPD RIJCOSX def2/J DEFGRID3
* xyz 0 4
W -0.4870 0.3441 0.0623
O 1.1270 0.5788 1.4327
N 2.3766 0.8226 1.0666
C 3.2821 1.0185 2.0505
C 4.5673 1.3880 1.7701
C 4.9513 1.5347 0.4337
C 4.0344 1.2733 -0.5539
C 2.7106 0.9217 -0.2464
S 1.5446 0.5901 -1.4558
H 2.8975 0.8734 3.0490
H 5.2611 1.5485 2.5819
H 5.9568 1.8440 0.1829
H 4.2979 1.3292 -1.5999
Cl -3.8957 0.7528 0.2939
C -3.3633 0.2522 -1.2777
C -2.0176 -0.1609 -1.4075
C -1.7716 -0.8041 -2.6375
Cl -0.2682 -1.6489 -2.8272
C -2.6755 -0.8539 -3.6944
Cl -2.2487 -1.6079 -5.1836
C -3.9385 -0.2957 -3.5428
Cl -5.0510 -0.2698 -4.8561
C -4.2981 0.2182 -2.3036
Cl -5.8944 0.8215 -2.0534
C 3.8993 -2.9334 1.0194
P 2.2114 -2.6243 0.3265
C 2.1976 -4.0302 -0.8699
C 1.2250 -3.3771 1.6925
C -0.2770 -3.4092 1.3679
P -1.1723 -1.7806 1.1356
C -2.7079 -2.4964 0.4455
C -1.6415 -1.4486 2.8722
H 4.0366 -3.9904 1.2594
H 4.0547 -2.3390 1.9213
H 4.6449 -2.6350 0.2805
H 2.5145 -4.9614 -0.3944
H 2.8910 -3.7850 -1.6767
H 1.2106 -4.1615 -1.3134
H 1.3969 -2.7786 2.5927
H 1.5902 -4.3905 1.8834
H -0.8158 -3.9053 2.1777
H -0.4355 -3.9817 0.4505
H -2.9680 -3.4038 0.9925
H -2.5499 -2.7374 -0.6058
H -3.5222 -1.7797 0.5195
H -2.1317 -2.3156 3.3160
H -2.3048 -0.5846 2.8944
H -0.7442 -1.1950 3.4382
C 4.4794 2.8129 -4.4104
C 4.0720 3.5450 -3.1630
C 2.8818 4.2712 -3.1336
C 2.4311 4.8538 -1.9635
C 3.1794 4.7015 -0.8056
C 4.4119 4.0716 -0.8308
C 4.8525 3.4956 -2.0117
S 2.5358 5.2858 0.7304
O 3.6567 5.6439 1.5623
O 1.5106 6.2529 0.4709
N 1.7982 3.9303 1.4001
C 0.7577 4.2934 2.3885
C -0.0331 3.0945 2.9104
C -1.2537 2.6578 2.0842
O -2.1346 3.5031 1.8993
O -1.3598 1.4174 1.7644
H 4.3370 3.4301 -5.2979
H 3.8622 1.9189 -4.5259
H 5.5214 2.4986 -4.3669
H 2.3009 4.3682 -4.0438
H 1.5140 5.4259 -1.9238
H 5.0099 4.0465 0.0715
H 5.8111 2.9904 -2.0413
H 2.5420 3.3887 1.8343
H 0.0801 4.9918 1.9038
H 1.2229 4.8002 3.2395
H -0.4490 3.3941 3.8736
H 0.6192 2.2347 3.0620
N -2.7126 3.2162 -2.7831
C -2.3373 3.2145 -1.4956
N -3.1318 3.7277 -0.5848
S -0.7485 2.6569 -1.1395
H -3.6027 3.5760 -3.0866
H -2.0923 2.8012 -3.4554
H -4.0396 4.0885 -0.8323
H -2.8600 3.6756 0.4097
*
```

Atomic partial charges in e from the Mulliken method, atoms 1 to 6:
1. W 0.590
2. O -0.624
3. N 1.034
4. C -0.831
5. C -0.896
6. C -0.548

# 3
A molecular structure, C16H14N6O4PtS. Source: the OMol25 dataset; level of theory: the ωB97M-V functional and the def2-TZVPD basis.

Computed properties:
- HOMO-LUMO gap (spin up / spin down): 7.434 / 7.435 eV
- Relative energy (zero: lowest compared OMol25 entry of this formula, charge and spin): 1.6667 eV
- HOMO energy (spin up / spin down): -8.1 / -8.1 eV
- Total energy: -48026.989 eV

The geometry in ORCA input format:
```
! wB97M-V def2-TZVPD RIJCOSX def2/J DEFGRID3
* xyz 0 1
Pt 0.2056 0.7471 -0.8699
N -1.5994 -5.7560 2.8958
C -1.3205 -4.9351 1.8171
C -0.0421 -4.9327 1.2442
C 0.2501 -4.0868 0.1959
C -0.7266 -3.2265 -0.2936
C -1.9916 -3.2130 0.2656
C -2.2884 -4.0650 1.3152
S -0.3263 -2.1815 -1.6431
O 0.2203 -2.9820 -2.6987
O -1.4735 -1.3446 -1.9025
N 0.8168 -1.1551 -1.0606
C 2.0915 -1.1149 -1.5855
N 2.8005 -2.2032 -1.8473
C 3.9983 -1.9938 -2.3802
C 4.5137 -0.7315 -2.6276
C 3.7124 0.3408 -2.2708
N 2.5074 0.1624 -1.7491
H -1.0008 -6.5551 3.0181
H -2.5696 -5.9479 3.0786
H 0.7196 -5.5992 1.6296
H 1.2370 -4.0902 -0.2516
H -2.7409 -2.5362 -0.1209
H -3.2781 -4.0535 1.7550
H 4.5776 -2.8806 -2.6135
H 5.4918 -0.5921 -3.0615
H 4.0376 1.3672 -2.3954
O -0.0280 1.0539 1.1149
N -0.4441 2.2347 1.4112
N -0.5729 3.0280 0.4472
O -0.3415 2.6786 -0.8206
C -1.0120 4.3748 0.6765
C -1.1494 5.2108 -0.4177
C -1.5693 6.5158 -0.2034
C -1.8443 6.9663 1.0774
C -1.7014 6.1064 2.1593
C -1.2834 4.8011 1.9695
H -0.9347 4.8447 -1.4090
H -1.6825 7.1809 -1.0489
H -2.1709 7.9850 1.2361
H -1.9175 6.4521 3.1610
H -1.1701 4.1256 2.8031
*
```

Atomic partial charges in e from the Mulliken method, atoms 1 to 6:
1. Pt 0.480
2. N -0.547
3. C 1.014
4. C -0.661
5. C -0.564
6. C -0.161

# 4
A molecular structure, C7H10BF4NSm. Source: the OMol25 dataset; level of theory: the ωB97M-V functional and the def2-TZVPD basis.

Computed properties:
- HOMO-LUMO gap (spin up / spin down): 5.809 / 6.077 eV
- ⟨S²⟩: 8.780
- Relative energy (zero: lowest compared OMol25 entry of this formula, charge and spin): 0.0000 eV
- HOMO energy (spin up / spin down): -3.2 / -3.4 eV
- Total energy: -38365.172 eV

The geometry in ORCA input format:
```
! wB97M-V def2-TZVPD RIJCOSX def2/J DEFGRID3
* xyz -1 6
C -0.8603 1.0517 -2.0755
C 0.5500 0.8483 -2.3415
C 1.3089 1.6526 -1.4014
C 0.3613 2.3625 -0.5585
C -0.9791 1.9839 -0.9789
Sm 0.1790 0.0303 -0.1207
N -1.5841 -0.7385 0.5641
C -0.0097 -2.5171 -0.2114
C 0.9897 -2.0149 -1.0042
H 2.3817 1.6844 -1.3136
H 0.9678 0.1960 -3.0861
H 0.6075 3.0007 0.2746
H -1.8986 2.3087 -0.5133
H -1.6789 0.5601 -2.5795
H 0.8727 -1.9394 -2.0845
H -0.9415 -2.8911 -0.6334
H -2.4719 -1.1293 0.8727
H 1.9824 -1.7648 -0.5760
H 0.1581 -2.7167 0.8613
F 0.0627 0.0317 2.0283
B -0.0028 -0.0003 3.4669
F -0.0658 1.3442 3.8032
F -1.1274 -0.7296 3.8052
F 1.1985 -0.6133 3.8023
*
```

Atomic partial charges in e from the Mulliken method, atoms 1 to 6:
1. C -0.426
2. C -0.590
3. C -0.536
4. C -0.533
5. C -0.365
6. Sm 0.770

# 5
A single C2H4OS2 molecule. Source: the OMol25 dataset; level of theory: the ωB97M-V functional and the def2-TZVPD basis.

Computed properties:
- HOMO-LUMO gap (spin up / spin down): 5.521 / 6.963 eV
- ⟨S²⟩: 2.011
- Relative energy (zero: lowest compared OMol25 entry of this formula, charge and spin): 4.0790 eV
- HOMO energy (spin up / spin down): -5.3 / -10.1 eV
- Total energy: -25849.593 eV

The geometry in ORCA input format:
```
! wB97M-V def2-TZVPD RIJCOSX def2/J DEFGRID3
* xyz 0 3
C -0.3191 1.0144 -0.3388
C -0.3474 -0.1946 0.2154
O 0.5142 -2.0160 -1.7286
S -1.5853 -2.9348 0.2821
S -0.0393 -1.8915 -0.4015
H -0.5116 1.9202 0.2818
H 0.0206 1.3040 -1.2700
H -0.7973 -0.4551 1.2893
H 1.1056 -2.0288 0.3752
*
```

Atomic partial charges in e from the Mulliken method, atoms 1 to 6:
1. C -0.631
2. C -0.143
3. O -0.567
4. S -0.175
5. S 0.549
6. H 0.214

# 6
A gas-phase ion, C9H13FNO (charge +1). Source: the OMol25 dataset; level of theory: the ωB97M-V functional and the def2-TZVPD basis.

Computed properties:
- SMILES: [NH3+]C[C@](O)(F)Cc1ccccc1
- HOMO-LUMO gap: 8.636 eV
- Relative energy (zero: lowest compared OMol25 entry of this formula, charge and spin): 0.9123 eV
- HOMO energy: -12.1 eV
- Total energy: -15791.128 eV

The geometry in ORCA input format:
```
! wB97M-V def2-TZVPD RIJCOSX def2/J DEFGRID3
* xyz 1 1
N 3.6240 0.7410 1.1583
C 2.2484 1.2124 1.5166
C 1.2869 0.5508 0.3846
O 1.4629 -0.7533 0.5351
F 1.8233 1.1323 -0.7479
C -0.2319 1.0225 0.2465
C -1.2649 0.0887 -0.3895
C -1.5224 0.0636 -1.7990
C -2.3730 -0.9362 -2.2882
C -3.2003 -1.7007 -1.4403
C -2.8459 -1.7773 -0.0867
C -1.9792 -0.8319 0.4121
H 3.9547 1.0888 0.3500
H 3.5493 -0.3170 0.9380
H 4.2799 0.7553 1.9795
H 2.0757 1.0734 2.5723
H 2.0690 2.2813 1.3569
H 0.9106 -1.1596 -0.0667
H -0.6501 1.2606 1.2309
H -0.2619 2.0297 -0.2318
H -1.1950 0.7025 -2.5312
H -2.6366 -0.7744 -3.2631
H -3.7992 -2.5439 -1.8477
H -3.4373 -2.4109 0.5636
H -1.8869 -0.7977 1.4476
*
```

Atomic partial charges in e from the Mulliken method, atoms 1 to 6:
1. N -0.280
2. C -0.893
3. C 1.069
4. O -0.533
5. F -0.357
6. C -1.208